# C5H8Li2O4

C5H8Li2O4 as an isolated structure at a distorted geometry (wB97M-V/def2-TZVPD, the OMol25 dataset).

Summary:
- Total energy: -511.3586 hartree
- ΔE to the lowest compared entry with this formula, charge and spin: 0.00 kJ/mol
- 2S+1: 1

Cartesian coordinates (Å):
C  1.03  2.03  2.90
C  1.80  2.30  1.62
O  1.97  1.23  0.83
Li  2.23  1.06  -0.92
H  0.88  2.96  3.48
H  0.05  1.60  2.67
H  1.60  1.33  3.53
H  2.71  2.92  1.80
H  1.18  3.15  0.94
O  0.24  5.03  -0.77
C  1.59  2.46  -2.43
C  -0.23  3.99  -0.26
O  2.20  3.17  -3.23
O  0.24  2.94  -2.33
C  -0.41  2.76  -1.10
Li  0.99  4.78  -2.60
H  -0.88  4.06  0.63
H  -1.49  2.59  -1.27
H  0.00  1.90  -0.51